Computed, not measured: a cluster of 2 separate species, C4H12 in total in a non-equilibrium geometry, with the ωB97M-V functional and the def2-TZVPD basis.

XYZ file:
```
16
Properties=species:S:1:pos:R:3:forces:R:3:nbo_charge:R:1
C 0.60984 1.37194 -1.61233 -2.2697 -3.7846 -0.5394 -0.598
C 1.85277 0.52944 -1.36791 1.9179 3.9814 -1.1193 -0.602
H 0.13274 1.05579 -2.60938 0.5885 0.0828 1.3445 0.194
H -0.16834 1.14621 -0.82855 0.6898 0.4202 -0.7319 0.199
H 0.68240 2.37333 -1.75835 0.7931 3.0929 0.2038 0.203
H 2.31772 0.65185 -0.41358 -0.2724 -0.0340 1.0720 0.203
H 2.71503 0.92968 -2.01608 -1.3094 -1.0437 0.3097 0.198
H 1.61272 -0.44612 -1.54432 -0.1413 -2.7022 -0.5291 0.204
C -0.93014 -1.23913 0.84084 0.3775 -3.8627 4.7492 -0.603
C -1.58564 -0.62573 2.10277 2.5399 0.7004 0.8475 -0.602
H 0.10321 -1.16455 1.10733 1.0043 0.3196 -0.6521 0.204
H -1.05250 -2.41183 0.97536 -0.1067 2.1783 -0.6861 0.191
H -1.10036 -0.98352 -0.12249 -0.9916 1.2095 -2.7458 0.203
H -1.39000 0.46931 2.21417 -0.4146 -0.6232 -0.4996 0.201
H -0.90929 -1.02116 2.97044 -1.7635 0.3303 -1.2304 0.201
H -2.62437 -0.81814 2.24519 -0.6416 -0.2651 0.2071 0.204
```
Positions in Å, forces in eV/Å.

Computed properties:
SMILES string = CC.CC
net charge = 0
calculated total energy = -4341.30877 eV


Computed, not measured: a cluster of 2 separate species, C2H7S in total in a non-equilibrium geometry, with the ωB97M-V functional and the def2-TZVPD basis.

XYZ file:
```
10
Properties=species:S:1:pos:R:3:forces:R:3:nbo_charge:R:1
C -1.98574 -1.17366 -2.54363 3.2940 -1.3639 3.1756 -0.832
H -2.97558 -1.46515 -2.48019 -1.9566 -0.3629 0.2746 0.214
H -1.34892 -2.05846 -2.70573 -0.3926 0.2120 -0.7235 0.212
H -1.52188 -0.88259 -1.53446 -1.3809 0.0170 -1.2412 0.195
H -1.79908 -0.41337 -3.21420 0.3250 1.4574 -1.5762 0.212
C 0.62966 -0.69988 0.24632 0.4207 2.0396 4.2039 -0.544
S 0.87723 1.16416 1.44706 -0.3595 -2.6011 -1.2409 -0.083
H -0.09735 -0.23858 -0.31211 -1.0157 0.7016 -2.0768 0.205
H 1.63869 -0.84388 0.01927 1.0510 -0.1769 -1.1383 0.214
H 0.20498 -1.48322 0.85837 0.0146 0.0771 0.3427 0.207
```
Positions in Å, forces in eV/Å.

Computed properties:
net charge = 0
expectation value of S² = 0.757
multiplicity = 2
calculated total energy = -13019.68236 eV


Computed, not measured: the ion C2IO2S with charge -1 in a non-equilibrium geometry, with the ωB97M-V functional and the def2-TZVPD basis.

XYZ file:
```
6
Properties=species:S:1:pos:R:3:forces:R:3:nbo_charge:R:1
C -0.59383 -0.57442 0.26854 0.3663 -0.3332 1.0446 0.584
C 0.22541 1.45255 -0.45902 -0.6771 -1.8960 1.3650 0.036
O -0.21744 -1.65332 0.65834 0.0152 1.3964 -0.5749 -0.648
O -0.04394 0.17391 -0.84099 1.0981 0.8449 -1.0373 -0.593
S -0.22649 1.27474 1.24337 0.0326 0.0005 -0.8751 -0.116
I -2.79244 -0.54095 -0.36257 -0.8351 -0.0126 0.0777 -0.263
```
Positions in Å, forces in eV/Å.

Computed properties:
net charge = -1
calculated total energy = -25104.21847 eV


Computed, not measured: a structure of composition C2H8N2O in a non-equilibrium geometry, with the ωB97M-V functional and the def2-TZVPD basis.

XYZ file:
```
13
Properties=species:S:1:pos:R:3:forces:R:3:nbo_charge:R:1
C -1.44090 -0.14333 -0.02262 -3.1325 0.5064 -3.6484 0.471
C 0.95544 -0.64239 0.25049 -1.0521 -0.9395 -2.8241 -0.560
N -1.45763 -0.45720 -1.30698 -1.2183 0.9096 2.4238 -0.761
N 1.70242 0.48789 -0.26397 0.5947 0.3603 0.0695 -0.854
O -1.43385 1.14315 0.37828 0.5084 -0.4646 0.3500 -0.671
H -1.46287 1.19881 1.34469 0.0226 -0.0180 -0.1388 0.491
H -1.75834 -0.87260 0.72376 0.6626 -0.0559 -0.0781 0.177
H -1.23073 0.37718 -1.84995 -0.1377 0.0045 -0.0090 0.351
H -0.05238 -0.74907 -0.65063 3.8642 -0.3123 3.7080 0.313
H 1.27379 1.36745 0.00315 0.0151 -0.0940 -0.0614 0.346
H 2.65838 0.50589 0.07681 -0.0821 0.0863 -0.0111 0.348
H 1.44530 -1.58298 -0.02002 0.4156 0.1283 0.2908 0.197
H 0.80137 -0.63281 1.33699 -0.4605 -0.1109 -0.0713 0.152
```
Positions in Å, forces in eV/Å.

Computed properties:
net charge = 0
calculated total energy = -7228.11087 eV


> Which value of net charge does entry 2 give?

0


> Look up the calculated total energy of the third one.

-25104.21847 eV


> Which formula does entry 1 have?

C4H12


> Which of these has the lowest calculated total energy?

C2IO2S